Entry 1:
A structure of composition C2H2Cl2OS at a distorted geometry, computed with ωB97M-V with the def2-TZVPD basis set.

Properties
Total charge: 0
Largest force on an atom: 1.62 eV Å⁻¹
LUMO level: -0.06 eV
Energy: -1471.20498 hartree

Last column: Mulliken charge in e.
Geometry (Å):
C: -0.465 -0.029 0.361  0.493
C: 0.945 -0.493 0.221  -0.330
O: -1.186 -0.452 1.225  -0.461
S: -0.770 1.254 -0.800  0.073
Cl: 1.854 0.484 -0.953  -0.202
Cl: -2.799 1.192 -0.779  -0.172
H: 1.532 -0.575 1.106  0.340
H: 0.888 -1.381 -0.382  0.260



Entry 2:
An isolated molecule of C19H23N3O2 at a distorted geometry, computed with ωB97M-V with the def2-TZVPD basis set.

Properties
Total charge: 0
Largest force on an atom: 3.37 eV Å⁻¹
LUMO level: 0.43 eV
Structure (SMILES): CN(C)/C=N/C(=O)c1cc(C(=O)c2ccc(C(C)(C)C)cc2)c[nH]1
Energy: -1052.54649 hartree

Last column: Mulliken charge in e.
Geometry (Å):
C: 2.700 0.636 -3.028  -0.866
N: 2.119 1.012 -4.326  0.134
C: 2.963 1.687 -5.363  -0.885
C: 0.844 0.624 -4.637  -0.142
N: 0.139 -0.169 -3.850  -0.380
C: -1.150 -0.472 -4.210  0.085
O: -1.581 -0.312 -5.350  -0.690
C: -2.049 -0.897 -3.152  0.065
C: -1.691 -1.153 -1.867  -0.099
C: -2.921 -1.529 -1.143  0.562
C: -3.044 -1.783 0.290  -0.039
O: -3.850 -2.671 0.616  -0.614
C: -2.061 -1.244 1.285  0.738
C: -1.536 -2.001 2.358  -1.052
C: -0.621 -1.466 3.248  -0.185
C: -0.200 -0.113 3.136  0.442
C: 0.894 0.533 4.058  2.061
C: 2.003 1.266 3.233  -1.663
C: 1.599 -0.552 4.869  -2.128
C: 0.302 1.576 5.002  -1.515
C: -0.787 0.656 2.111  -0.444
C: -1.731 0.114 1.236  -0.779
C: -3.941 -1.532 -2.060  -1.073
N: -3.394 -1.162 -3.339  -0.042
H: 3.670 1.059 -2.917  0.333
H: 2.103 0.996 -2.193  0.298
H: 2.747 -0.453 -2.991  0.308
H: 2.362 2.347 -6.000  0.335
H: 3.718 2.305 -4.898  0.323
H: 3.489 0.918 -6.020  0.292
H: 0.454 0.944 -5.590  0.372
H: -0.683 -1.049 -1.461  0.591
H: -1.776 -3.070 2.387  0.362
H: -0.191 -2.146 3.997  0.327
H: 1.599 2.119 2.686  0.335
H: 2.410 0.606 2.508  0.431
H: 2.799 1.630 3.911  0.440
H: 1.988 -1.324 4.246  0.500
H: 0.934 -1.032 5.590  0.390
H: 2.452 -0.116 5.397  0.431
H: -0.418 1.129 5.690  0.383
H: -0.190 2.425 4.449  0.301
H: 1.083 2.007 5.613  0.426
H: -0.490 1.697 2.059  0.303
H: -2.199 0.791 0.506  0.392
H: -4.998 -1.781 -1.854  0.414
H: -3.867 -1.050 -4.234  0.225



Entry 3:
A cluster of 4 separate species, C10H22Cl6NO in total at a distorted geometry, computed with ωB97M-V with the def2-TZVPD basis set.

Properties
Total charge: +1
Largest force on an atom: 3.42 eV Å⁻¹
LUMO level: -2.71 eV
Energy: -3285.11982 hartree

Last column: Mulliken charge in e.
Geometry (Å):
O: -0.289 -2.167 -1.482  -0.491
C: -1.325 -2.895 -0.911  -0.118
C: -1.783 -4.234 -1.603  -0.554
C: -2.767 -4.699 -0.431  -0.672
C: -3.532 -3.305 -0.239  -0.422
N: -2.672 -2.210 -0.821  0.174
H: 0.465 -2.313 -0.906  0.400
H: -1.097 -3.202 0.134  0.365
H: -2.482 -4.044 -2.442  0.282
H: -1.015 -5.000 -1.779  0.351
H: -3.357 -5.539 -0.827  0.336
H: -2.234 -4.932 0.507  0.319
H: -3.445 -3.130 0.857  0.255
H: -4.613 -3.269 -0.440  0.445
H: -3.006 -2.062 -1.774  0.336
H: -2.464 -1.392 -0.235  -0.098
Cl: -2.812 1.067 -1.575  -0.190
C: -3.192 2.188 -0.244  -0.407
C: -2.472 1.794 1.023  -0.047
Cl: -3.091 0.255 1.692  -0.203
H: -4.272 2.200 -0.110  0.365
H: -2.876 3.182 -0.558  0.346
H: -2.621 2.557 1.786  0.396
H: -1.401 1.681 0.858  -0.172
Cl: 0.833 2.115 3.919  -0.189
C: 1.884 1.279 2.746  -0.582
C: 2.248 2.158 1.573  0.043
Cl: 0.839 2.505 0.534  -0.197
H: 1.372 0.374 2.423  0.288
H: 2.788 0.989 3.281  0.382
H: 2.990 1.654 0.942  -0.051
H: 2.666 3.107 1.898  0.262
Cl: 4.107 1.449 -0.971  -0.203
C: 4.864 2.962 -1.539  -0.442
C: 5.949 3.448 -0.605  -0.436
Cl: 5.296 4.007 0.956  -0.167
H: 4.078 3.705 -1.662  0.312
H: 5.292 2.752 -2.519  0.356
H: 6.466 4.296 -1.052  0.316
H: 6.680 2.668 -0.403  0.311



Entry 4:
A cluster of 14 separate species, C37H92BO21 in total at a distorted geometry, computed with ωB97M-V with the def2-TZVPD basis set.

Properties
Total charge: -1
Largest force on an atom: 4.10 eV Å⁻¹
LUMO level: 1.63 eV
Energy: -3069.96013 hartree

Last column: Mulliken charge in e.
Geometry (Å):
O: -15.623 10.490 -1.940  -0.655
C: -16.227 11.494 -2.297  0.570
O: -16.779 12.403 -1.581  -0.434
B: -17.308 13.458 -2.488  1.012
O: -17.151 12.944 -3.881  -0.478
C: -16.466 11.853 -3.828  0.612
O: -16.133 11.166 -4.816  -0.683
O: -16.467 14.670 -2.362  -0.486
C: -17.298 15.711 -2.104  0.551
O: -16.997 16.888 -1.974  -0.629
C: -18.748 15.201 -1.980  0.667
O: -18.696 13.899 -2.229  -0.405
O: -19.737 15.861 -1.672  -0.648
C: -13.698 9.452 -11.671  -1.229
C: -13.788 10.959 -11.769  0.514
C: -14.074 11.397 -13.271  -1.283
O: -14.936 11.439 -11.090  -0.546
H: -12.751 9.058 -12.039  0.324
H: -14.421 9.005 -12.354  0.294
H: -13.764 9.015 -10.675  0.379
H: -12.929 11.445 -11.305  0.227
H: -14.251 12.467 -13.375  0.312
H: -14.929 10.870 -13.694  0.344
H: -13.255 11.118 -13.934  0.363
H: -14.998 11.091 -10.197  0.301
C: -26.335 17.127 -5.015  -1.217
C: -26.434 17.795 -6.454  0.488
C: -25.632 16.996 -7.481  -1.293
O: -27.774 17.794 -6.894  -0.538
H: -26.432 16.046 -5.119  0.312
H: -26.883 17.631 -4.219  0.405
H: -25.289 17.233 -4.729  0.315
H: -26.118 18.832 -6.347  0.218
H: -25.441 17.450 -8.453  0.331
H: -26.150 16.069 -7.726  0.334
H: -24.624 16.819 -7.107  0.333
H: -28.246 18.152 -6.139  0.313
C: -8.141 7.745 -7.672  -1.288
C: -8.366 7.509 -6.196  0.519
C: -9.859 7.624 -5.766  -1.164
O: -7.940 6.231 -5.845  -0.555
H: -8.550 6.956 -8.304  0.348
H: -7.060 7.737 -7.810  0.301
H: -8.534 8.688 -8.053  0.351
H: -7.746 8.216 -5.644  0.205
H: -10.114 7.246 -4.776  0.351
H: -10.454 7.103 -6.516  0.283
H: -10.201 8.658 -5.818  0.331
H: -7.898 6.167 -4.888  0.319
C: -21.955 20.198 4.255  -1.199
C: -20.591 19.584 4.153  0.378
C: -19.508 20.502 3.564  -1.232
O: -20.068 19.245 5.400  -0.559
H: -22.236 20.576 3.272  0.332
H: -21.895 21.088 4.883  0.320
H: -22.663 19.493 4.690  0.295
H: -20.723 18.725 3.495  0.302
H: -19.378 21.443 4.100  0.320
H: -19.728 20.694 2.514  0.354
H: -18.487 20.126 3.631  0.338
H: -20.061 20.027 5.956  0.351
C: -25.669 9.114 -5.103  -1.287
C: -25.257 10.559 -5.501  0.602
C: -23.793 10.914 -5.134  -1.229
O: -25.507 10.621 -6.878  -0.550
H: -25.015 8.391 -5.592  0.332
H: -26.696 8.858 -5.364  0.372
H: -25.419 8.924 -4.059  0.337
H: -25.879 11.321 -5.034  0.158
H: -23.671 11.996 -5.095  0.303
H: -23.143 10.500 -5.904  0.333
H: -23.426 10.450 -4.218  0.329
H: -26.402 10.335 -7.078  0.300
C: -16.344 12.109 4.265  -1.133
C: -17.215 13.351 4.260  0.461
C: -18.697 13.118 3.826  -1.122
O: -17.123 14.071 5.495  -0.561
H: -15.330 12.294 4.620  0.326
H: -16.223 11.920 3.198  0.304
H: -16.737 11.243 4.798  0.313
H: -16.854 14.095 3.550  0.202
H: -19.239 12.423 4.466  0.317
H: -18.711 12.862 2.766  0.287
H: -19.173 14.090 3.956  0.318
H: -17.717 14.812 5.350  0.293
C: -17.402 17.198 -8.266  -1.178
C: -15.938 17.419 -8.747  0.369
C: -14.975 16.821 -7.724  -1.179
O: -15.753 16.784 -10.005  -0.545
H: -17.689 17.694 -7.339  0.356
H: -17.604 16.134 -8.144  0.280
H: -18.112 17.481 -9.042  0.322
H: -15.789 18.495 -8.835  0.273
H: -15.067 15.734 -7.716  0.303
H: -15.087 17.177 -6.700  0.355
H: -13.945 17.048 -7.999  0.303
H: -15.802 15.828 -9.925  0.344
C: -12.495 24.315 0.517  -1.309
C: -13.871 23.686 0.252  0.453
C: -15.068 24.704 0.344  -1.095
O: -13.919 23.083 -1.047  -0.544
H: -11.738 23.532 0.547  0.324
H: -12.467 24.776 1.504  0.345
H: -12.169 24.985 -0.278  0.349
H: -13.977 22.928 1.028  0.214
H: -15.980 24.338 -0.128  0.317
H: -14.768 25.662 -0.081  0.287
H: -15.347 25.037 1.344  0.333
H: -14.618 22.432 -0.954  0.328
C: -16.437 2.593 1.054  -1.254
C: -15.984 4.015 0.754  0.478
C: -15.970 4.856 2.064  -1.199
O: -14.686 3.950 0.209  -0.565
H: -15.942 2.216 1.948  0.314
H: -16.196 1.935 0.219  0.325
H: -17.506 2.608 1.270  0.354
H: -16.622 4.507 0.019  0.240
H: -16.954 5.135 2.444  0.352
H: -15.550 5.837 1.842  0.330
H: -15.389 4.462 2.898  0.299
H: -14.440 4.829 -0.088  0.326
C: -25.346 13.745 1.862  -0.903
C: -25.102 12.651 0.806  -0.370
O: -25.507 11.346 1.197  -0.499
H: -24.681 13.588 2.710  0.240
H: -26.396 13.805 2.150  0.340
H: -25.095 14.699 1.398  0.288
H: -24.075 12.752 0.454  0.340
H: -25.591 12.901 -0.135  0.261
H: -26.439 11.504 1.365  0.301
C: -19.629 23.039 -5.443  -1.028
C: -20.083 24.396 -5.824  -0.172
O: -21.459 24.274 -5.928  -0.500
H: -18.546 23.002 -5.322  0.340
H: -20.084 22.392 -6.193  0.277
H: -20.010 22.751 -4.463  0.253
H: -19.651 24.793 -6.742  0.313
H: -19.838 25.075 -5.006  0.229
H: -21.745 25.046 -6.421  0.288
C: -9.699 9.213 2.647  -0.428
O: -8.894 10.413 2.479  -0.510
H: -10.304 9.286 3.551  0.200
H: -10.369 9.125 1.792  0.227
H: -8.988 8.389 2.700  0.219
H: -8.277 10.275 1.756  0.293
C: -24.096 21.921 -1.641  -0.463
O: -24.586 23.167 -2.054  -0.504
H: -23.134 21.950 -1.131  0.226
H: -24.867 21.427 -1.048  0.222
H: -23.885 21.371 -2.558  0.218
H: -24.006 23.504 -2.740  0.301